{"formula": "C33H96N12O12", "method": "the ωB97M-V functional and the def2-TZVPD basis", "homo_energy_ev": -9.03, "fmax_ha_per_bohr": 0.141, "de_lowest_kj_mol": 589.53, "symbols": ["C", "O", "C", "C", "C", "N", "H", "H", "H", "H", "H", "H", "H", "H", "H", "H", "H", "C", "O", "C", "C", "C", "N", "H", "H", "H", "H", "H", "H", "H", "H", "H", "H", "H", "C", "O", "C", "C", "C", "N", "H", "H", "H", "H", "H", "H", "H", "H", "H", "H", "H", "C", "O", "C", "C", "C", "N", "H", "H", "H", "H", "H", "H", "H", "H", "H", "H", "H", "C", "O", "C", "C", "C", "N", "H", "H", "H", "H", "H", "H", "H", "H", "H", "H", "H", "C", "O", "C", "C", "C", "N", "H", "H", "H", "H", "H", "H", "H", "H", "H", "H", "H", "N", "C", "N", "O", "H", "H", "H", "H", "N", "C", "N", "O", "H", "H", "H", "H", "N", "C", "N", "O", "H", "H", "H", "H", "C", "C", "O", "H", "H", "H", "H", "H", "H", "C", "C", "O", "H", "H", "H", "H", "H", "H", "C", "C", "O", "H", "H", "H", "H", "H", "H"], "positions_angstrom": [[-0.994, 0.083, -13.940], [-0.549, -0.526, -12.745], [0.633, -0.022, -12.255], [1.395, -1.023, -11.380], [2.374, -0.217, -10.486], [2.039, -2.097, -12.098], [-1.718, 0.896, -13.878], [-1.484, -0.706, -14.510], [-0.204, 0.509, -14.558], [1.328, 0.416, -12.971], [0.274, 0.768, -11.595], [0.713, -1.449, -10.644], [1.813, 0.358, -9.749], [2.763, 0.579, -11.121], [3.174, -0.789, -10.017], [2.242, -2.831, -11.434], [1.381, -2.614, -12.664], [0.834, 0.440, -1.480], [0.214, -0.113, -0.393], [-0.362, 0.942, 0.421], [-1.033, 0.240, 1.604], [-2.108, 1.028, 2.391], [-0.105, -0.254, 2.615], [0.820, -0.289, -2.290], [1.800, 0.820, -1.149], [0.291, 1.319, -1.828], [0.292, 1.748, 0.754], [-1.176, 1.385, -0.154], [-1.438, -0.659, 1.139], [-2.786, 0.390, 2.958], [-2.857, 1.507, 1.760], [-1.618, 1.749, 3.045], [0.751, -0.706, 2.327], [-0.508, -0.994, 3.173], [7.825, -2.307, 0.612], [7.108, -3.368, 1.073], [7.430, -4.588, 0.422], [6.544, -5.726, 0.968], [6.770, -5.942, 2.425], [6.940, -7.007, 0.466], [7.552, -1.968, -0.388], [8.897, -2.426, 0.458], [7.677, -1.425, 1.234], [7.124, -4.464, -0.617], [8.487, -4.826, 0.543], [5.543, -5.512, 0.593], [5.898, -6.416, 2.875], [6.659, -4.976, 2.917], [7.676, -6.453, 2.750], [6.094, -7.530, 0.642], [7.096, -7.033, -0.532], [-1.894, -5.070, 7.681], [-1.201, -5.616, 6.628], [0.022, -6.243, 7.051], [-0.178, -7.607, 7.815], [1.151, -8.066, 8.410], [-0.671, -8.692, 6.994], [-1.330, -4.401, 8.332], [-2.207, -5.846, 8.379], [-2.756, -4.562, 7.248], [0.614, -6.275, 6.136], [0.611, -5.514, 7.607], [-0.928, -7.497, 8.599], [1.078, -9.050, 8.873], [1.431, -7.361, 9.192], [1.857, -8.085, 7.580], [-0.203, -8.671, 6.099], [-1.524, -8.359, 6.568], [-6.602, -3.858, 1.064], [-6.417, -5.209, 1.356], [-7.017, -5.549, 2.609], [-6.579, -6.992, 3.069], [-7.298, -7.442, 4.369], [-5.128, -7.086, 3.216], [-5.960, -3.532, 0.246], [-6.510, -3.257, 1.969], [-7.622, -3.751, 0.694], [-6.920, -4.776, 3.371], [-8.087, -5.525, 2.400], [-6.823, -7.596, 2.195], [-7.006, -6.772, 5.177], [-7.009, -8.424, 4.744], [-8.383, -7.380, 4.284], [-4.820, -6.440, 3.928], [-4.713, -6.680, 2.389], [5.602, 9.453, -7.339], [4.830, 8.339, -7.859], [3.380, 8.470, -7.707], [2.927, 8.284, -6.229], [3.568, 7.075, -5.472], [1.474, 8.209, -6.244], [5.254, 9.613, -6.319], [5.400, 10.339, -7.941], [6.662, 9.199, -7.352], [3.050, 9.429, -8.106], [3.009, 7.768, -8.454], [3.209, 9.108, -5.575], [3.264, 6.155, -5.973], [3.348, 6.985, -4.408], [4.646, 7.107, -5.627], [1.052, 8.854, -6.897], [1.213, 7.285, -6.555], [-7.232, 5.626, 1.551], [-8.233, 5.431, 0.794], [-8.954, 4.438, 1.162], [-8.390, 6.039, -0.203], [-6.670, 6.446, 1.371], [-7.076, 5.165, 2.436], [-9.879, 4.287, 0.784], [-8.898, 4.097, 2.111], [3.136, 4.950, 6.359], [4.357, 5.374, 6.072], [5.009, 4.606, 5.263], [4.852, 6.377, 6.553], [2.738, 4.079, 6.039], [2.595, 5.508, 7.004], [5.950, 4.921, 5.077], [4.556, 3.988, 4.605], [-5.062, 3.790, -3.717], [-4.259, 4.569, -4.398], [-4.547, 5.824, -4.066], [-3.403, 4.219, -5.275], [-5.131, 2.794, -3.873], [-5.757, 4.305, -3.197], [-4.011, 6.565, -4.495], [-5.299, 5.964, -3.406], [-0.104, 8.545, 2.028], [0.217, 7.900, 0.732], [0.391, 8.994, -0.116], [-1.018, 9.137, 2.077], [0.570, 9.312, 2.407], [-0.290, 7.858, 2.854], [-0.657, 7.432, 0.280], [1.014, 7.160, 0.658], [0.274, 8.711, -1.026], [1.808, 1.061, 10.342], [1.833, 2.113, 11.503], [0.546, 2.243, 12.128], [0.973, 1.112, 9.644], [1.849, 0.043, 10.732], [2.696, 1.214, 9.728], [2.243, 3.099, 11.287], [2.567, 1.743, 12.220], [0.647, 2.982, 12.732], [-2.497, -6.490, -2.867], [-1.667, -5.435, -2.168], [-0.205, -5.546, -2.337], [-2.708, -7.369, -2.257], [-2.047, -6.996, -3.721], [-3.466, -6.050, -3.103], [-1.819, -5.460, -1.089], [-1.959, -4.457, -2.551], [0.037, -4.631, -2.176]], "atomic_forces_ev_per_a": [[-0.3, -0.5, -0.8], [-0.7, -0.8, -1.6], [0.6, 0.5, 2.0], [-0.4, 0.4, 1.5], [-0.4, 0.6, -1.1], [0.4, -0.5, -0.4], [-0.2, 0.1, 0.9], [0.0, 0.0, -0.1], [0.5, -0.3, 0.1], [-0.1, -0.2, -0.5], [0.8, 0.6, 0.4], [-0.7, 0.0, -0.1], [-0.1, -0.4, 0.3], [0.8, -0.1, 0.0], [-0.1, 0.0, -0.2], [0.6, 0.1, 0.4], [-0.5, 0.5, -0.6], [0.4, 0.8, -0.8], [-1.1, 0.6, 2.1], [-1.1, -1.3, 0.6], [-0.2, -0.9, 0.4], [-0.2, -0.1, -0.9], [1.1, 0.0, 1.0], [0.6, 0.0, 0.1], [0.6, -0.2, -0.6], [-0.2, 0.1, -0.3], [0.7, -0.2, -0.2], [0.0, 0.3, -0.2], [-0.8, 0.2, -0.3], [0.6, -0.4, 0.4], [0.4, 0.5, -0.4], [-0.2, 0.0, 0.0], [0.1, 0.4, -0.9], [-0.6, 0.2, 0.2], [0.8, 2.0, -1.1], [-0.3, -1.3, 0.8], [-1.0, -0.2, 0.1], [1.8, 0.8, -0.4], [-2.0, 1.8, 2.1], [0.1, -1.1, -1.3], [-0.7, -0.2, -0.4], [0.4, -0.6, 0.7], [-0.1, -0.2, 0.3], [0.6, -0.1, -0.5], [0.2, 0.0, -0.1], [-0.4, 0.4, 0.9], [0.1, -0.8, -0.1], [0.6, 0.3, 0.3], [0.0, 0.1, -0.6], [0.2, -0.9, -0.2], [-0.1, 0.1, -0.4], [-1.0, 0.0, 0.9], [1.3, -0.7, -0.5], [-0.4, 0.1, -0.1], [0.7, 0.4, -0.3], [-0.5, 0.6, 0.2], [-0.9, 0.3, -1.3], [0.4, 0.5, -0.3], [-0.6, -0.2, 0.0], [0.0, 0.0, 0.3], [0.0, -1.0, -0.2], [-0.2, 0.0, 0.8], [0.1, 0.3, 0.2], [-0.1, 0.0, -0.2], [0.5, 0.0, -0.1], [0.4, -0.1, 0.3], [1.3, -0.4, -0.1], [-1.2, -0.1, 0.6], [-0.9, 0.0, -0.4], [1.1, -0.7, 1.1], [-1.0, -1.0, -0.4], [-0.1, 1.1, -0.2], [0.4, 0.6, -0.4], [0.0, 0.1, 0.1], [0.3, -0.1, 0.3], [0.3, 0.3, -0.1], [-0.4, 0.4, 0.0], [0.8, 0.1, 0.2], [-0.5, -0.4, 0.2], [-0.2, -0.4, 0.2], [0.0, 0.3, 0.0], [0.0, -0.1, -0.6], [0.0, -0.1, -0.1], [0.0, 0.0, 0.6], [0.1, -0.2, -0.5], [-1.5, -0.9, -0.1], [-0.1, 0.6, 0.0], [2.4, 0.0, 0.5], [0.1, -0.5, 0.1], [-0.1, 0.0, -1.6], [-0.3, -0.5, 0.6], [0.4, 0.4, 0.2], [0.1, 0.2, 0.0], [-0.2, -0.1, -0.1], [0.0, 0.5, 0.3], [-0.3, -0.6, 0.6], [0.0, 0.6, -0.6], [-0.2, -0.2, 0.1], [-0.2, 0.4, -0.2], [0.0, 0.2, 0.2], [0.1, 0.2, 0.0], [-0.2, -0.2, 0.0], [5.6, 1.8, 4.2], [-0.5, 0.3, -1.4], [-4.4, -4.8, 2.1], [-1.0, 2.6, -4.0], [-0.1, -0.3, 0.0], [-0.1, 0.1, -0.3], [0.4, 0.3, -0.4], [0.1, 0.0, -0.2], [-3.0, -0.3, 0.9], [-0.3, 2.0, 1.7], [2.7, -2.4, -2.9], [0.1, 0.6, 0.5], [0.3, 0.3, 0.1], [0.1, -0.2, -0.2], [-0.2, -0.2, -0.3], [0.2, 0.1, 0.2], [-1.6, -2.5, 1.4], [3.1, -0.6, -3.9], [0.6, 2.3, -0.1], [-2.1, 0.8, 2.5], [0.0, 0.4, 0.0], [-0.2, -1.2, 0.1], [-0.4, 0.0, 0.3], [0.5, 0.8, -0.3], [-0.7, 0.1, 2.5], [-1.4, 0.2, -1.0], [1.1, 1.2, -1.3], [-0.4, -0.2, -1.0], [0.9, -0.4, -0.4], [0.4, -0.4, 0.0], [-0.4, -0.8, 0.8], [0.4, 0.2, 0.6], [0.1, 0.1, -0.1], [0.2, 0.9, 0.4], [0.0, -1.0, -0.2], [0.5, -0.1, -0.4], [-0.2, 0.3, 0.3], [-0.1, 0.1, 0.1], [0.2, -0.1, 0.1], [-0.3, 0.1, -0.9], [0.0, -0.3, 0.3], [-0.3, 0.0, 0.2], [0.0, -0.9, 0.3], [1.1, -0.1, 0.1], [-1.5, 0.1, -0.2], [0.0, 0.2, 0.6], [0.2, 0.8, -0.4], [0.1, -0.1, -0.3], [-0.4, 0.1, 0.0], [-0.1, 0.1, 0.0], [0.7, -0.1, 0.0]]}